The following is a quantum chemistry calculation of a single H3N3O2 molecule at a distorted geometry, from the Open Molecules 2025 dataset.

The geometry in XYZ format:
```
8
Properties=species:S:1:pos:R:3:lowdin_charge:R:1
N 0.3696 0.4767 1.2005 0.063
N -0.3616 0.1818 -0.1062 -0.020
N 0.1288 -0.7520 -0.9645 -0.507
O 1.3168 -0.9992 -0.9633 0.063
O -0.6758 -1.1506 -1.7473 0.058
H 1.0644 1.2511 0.9859 0.105
H -0.4276 0.7135 1.7806 0.064
H -1.4146 0.2788 -0.1857 0.174
```

Properties
SMILES string: NN[N+](=O)[O-]
Relative energy (zero: lowest compared OMol25 entry of this formula, charge and spin) in kJ/mol: 69.8
Lowest unoccupied orbital energy in eV: 0.6834
E_tot in eV: -8609.14467